Record 1
The following is a DFT calculation (ωB97M-V/def2-TZVPD) of a 3-piece molecular cluster, C21H32BF6N2O8 overall in a non-equilibrium geometry.

XYZ file:
```
70
Properties=species:S:1:pos:R:3
C -3.7254 4.4361 -0.3478
C -4.0201 2.8414 -0.0430
C -5.4844 2.4395 0.6444
C -5.8188 0.8746 1.0108
C -4.7582 -0.3622 0.7251
C -3.3262 0.0425 0.0171
C -2.9346 1.6159 -0.3843
C -1.4720 1.9227 -1.0905
C -1.2845 1.1361 -2.5539
C -2.6959 0.9031 -3.3634
C -3.5282 2.3194 -3.6603
O -3.1967 2.8553 -5.0042
C -5.1298 1.8527 -3.7603
N -5.2597 1.1190 -5.1074
O -0.3608 2.0168 -3.3435
B 0.3534 1.0834 -4.2828
N 1.5429 1.6103 -5.0645
O 0.3919 -0.3340 -3.7813
C -0.2249 -0.1508 -2.4255
O 1.0169 0.0783 -1.6146
H -4.1419 5.1603 0.5052
H -4.1784 4.7442 -1.3858
H -2.5602 4.6896 -0.4054
H -6.3002 3.2737 0.8918
H -6.8592 0.5545 1.4953
H -4.9829 -1.4913 1.0085
H -2.4882 -0.7547 -0.2674
H -0.6555 1.5875 -0.2962
H -1.3063 3.0980 -1.2167
H -2.5732 0.3938 -4.4206
H -3.4553 0.2065 -2.7654
H -3.3417 3.0961 -2.7974
H -2.5176 3.5847 -4.8325
H -5.8553 2.7725 -3.7011
H -5.4400 1.0950 -2.9243
H -5.9852 0.3693 -5.0340
H -5.5797 1.8406 -5.7956
H -0.4734 0.9696 -5.1431
H 1.3528 2.6483 -5.1873
H 1.4015 1.2260 -6.0473
H -0.6994 -1.1009 -1.9117
H 1.0028 -0.5148 -0.8032
C 5.5689 -3.1890 0.9126
C 4.5621 -4.0298 1.6755
O 3.2270 -3.5544 1.4437
C 2.6382 -3.9582 0.2731
O 3.1878 -4.6784 -0.5564
C 1.2107 -3.4234 0.1765
F 1.1178 -2.1044 0.5130
F 0.3573 -4.0881 1.0071
F 0.6838 -3.5313 -1.0759
H 5.4515 -2.1292 1.1611
H 6.5907 -3.4984 1.1495
H 5.4220 -3.2798 -0.1679
H 4.7494 -3.9385 2.7509
H 4.6474 -5.0933 1.4235
C 2.8471 -1.2149 6.8878
C 4.2854 -1.0986 7.3569
O 5.1884 -1.5549 6.3377
C 5.4697 -0.6604 5.3373
O 4.9943 0.4706 5.2770
C 6.4744 -1.2540 4.3517
F 6.1675 -2.5340 3.9925
F 7.7354 -1.2970 4.8692
F 6.5638 -0.5471 3.1898
H 2.6304 -2.2375 6.5620
H 2.1549 -0.9433 7.6897
H 2.6566 -0.5617 6.0309
H 4.4390 -1.7435 8.2290
H 4.5302 -0.0758 7.6664
```

Calculated values
- Molecular weight: 565.3 g/mol
- Orbital gap: 4.56 eV
- Spin multiplicity: 1
- Calculated total energy: -58628.37259 eV
- Charge: -1

=====

Record 2
The following is a DFT calculation (ωB97M-V/def2-TZVPD) of C34H31N3O3PRuS as an isolated structure in a non-equilibrium geometry.

XYZ file:
```
74
Properties=species:S:1:pos:R:3
Ru -0.1966 0.9555 0.9197
C 6.1606 -0.2153 1.5514
C 5.1708 0.1624 2.4477
C 3.9040 0.4782 1.9838
C 3.6355 0.4168 0.6169
C 4.6227 0.0222 -0.2840
C 5.8857 -0.2903 0.1918
P 2.0276 0.9996 0.0481
C 1.6286 0.1264 -1.4903
C 0.9549 0.8025 -2.5084
C 0.4832 0.0989 -3.6030
C 0.6658 -1.2751 -3.6811
C 1.3344 -1.9496 -2.6681
C 1.8141 -1.2537 -1.5709
C 2.2423 2.7487 -0.3589
C 3.3854 3.3215 -0.8584
C 3.4151 4.7040 -1.1080
C 2.3246 5.4852 -0.8288
C 1.1496 4.9267 -0.2791
C 0.0262 5.7033 0.0919
C -1.0630 5.1205 0.6864
C -1.1059 3.7346 0.9077
C -0.0376 2.9316 0.5481
C 1.1098 3.5313 -0.0464
H 7.1520 -0.4550 1.9120
H 5.3838 0.2111 3.5070
H 3.1201 0.7749 2.6718
H 4.4080 -0.0402 -1.3438
H 6.6581 -0.5946 -0.5020
H 0.8059 1.8738 -2.4421
H -0.0406 0.6219 -4.3925
H 0.2872 -1.8187 -4.5366
H 1.4781 -3.0207 -2.7254
H 2.3257 -1.7814 -0.7752
H 4.2627 2.7194 -1.0587
H 4.3133 5.1507 -1.5121
H 2.3576 6.5528 -1.0087
H 0.0383 6.7711 -0.0891
H -1.9087 5.7255 0.9849
H -1.9859 3.3033 1.3700
C -5.1664 -2.7047 -0.2123
C -4.8575 -1.8015 0.9792
N -4.1625 -0.5681 0.5860
C -4.9532 0.6610 0.4918
C -5.6664 0.8127 -0.8497
C -2.8681 -0.6235 0.2922
S -2.1113 0.7837 -0.4668
N -2.2486 -1.7799 0.4505
C -0.9672 -1.9986 0.6710
O -0.1026 -1.1068 0.9608
C -0.5066 -3.4017 0.6094
C -1.3854 -4.4382 0.2989
C -0.9312 -5.7447 0.2751
C 0.3962 -6.0283 0.5693
C 1.2772 -4.9990 0.8719
C 0.8287 -3.6903 0.8920
H -5.5957 -3.6408 0.1447
H -4.2568 -2.9322 -0.7657
H -5.8805 -2.2393 -0.8903
H -4.2351 -2.3343 1.6949
H -5.7789 -1.5075 1.4779
H -4.2909 1.5064 0.6538
H -5.6751 0.6429 1.3074
H -4.9484 0.7438 -1.6673
H -6.1514 1.7871 -0.8982
H -6.4247 0.0424 -0.9834
H -2.4193 -4.2075 0.0843
H -1.6141 -6.5475 0.0310
H 0.7456 -7.0524 0.5745
H 2.3131 -5.2160 1.0970
H 1.4990 -2.8787 1.1417
O -1.5907 0.6823 2.8467
N -0.7690 1.0447 3.7021
O 0.3046 1.4546 3.2619
```

Calculated values
- Molecular weight: 693.8 g/mol
- Orbital gap (alpha / beta): 7.92 / 6.05 eV
- Spin multiplicity: 5
- Expectation value of S²: 6.048
- Calculated total energy: -69071.84262 eV
- Charge: +1

=====

Record 3
The following is a DFT calculation (ωB97M-V/def2-TZVPD) of an isolated molecule of C4H12N2O.

XYZ file:
```
19
Properties=species:S:1:pos:R:3
C 0.9478 0.1499 2.1399
N 0.8084 -0.6248 0.9138
C -0.4593 -0.4435 0.2362
C -0.6478 0.9388 -0.3791
N 0.3256 1.2113 -1.4466
C -0.5814 -1.5485 -0.8450
O -1.2716 -1.1387 -2.0129
H 0.9264 1.2332 1.9900
H 1.8803 -0.1375 2.6360
H 0.1728 -0.1048 2.8677
H 1.5399 -0.2876 0.2924
H -1.2734 -0.5673 0.9486
H -0.5958 1.6843 0.4316
H -1.6627 1.0447 -0.7612
H 1.2231 1.4883 -1.0637
H 0.0393 2.0789 -1.8915
H -1.1447 -2.3917 -0.4560
H 0.4174 -1.9479 -1.0473
H -0.6445 -0.6371 -2.5528
```

Calculated values
- Molecular weight: 104.2 g/mol
- Orbital gap: 9.76 eV
- Spin multiplicity: 1
- Calculated total energy: -9369.68547 eV
- Charge: 0